1.
Molecular formula: CH5N
Method: DFT, ωB97M-V/def2-TZVPD

Structure (XYZ):
```
7
Properties=species:S:1:pos:R:3:nbo_charge:R:1
H 1.1226 -0.7840 0.2746 0.34
H 1.1786 0.8547 0.4514 0.34
C -0.7172 -0.0047 -0.0139 -0.39
H -1.1189 0.0413 1.0763 0.15
H -0.9195 0.9440 -0.5514 0.20
H -1.1700 -0.8001 -0.3480 0.18
N 0.7444 -0.0325 -0.1171 -0.81
```

Calculated values
SMILES: CN
Kohn-Sham gap (eV): 10.463
Energy relative to the best compared isomer or geometry (same formula, charge and spin) (eV): 0.962
Calculated total energy (Ha): -95.8033
HOMO energy (eV): -9.232
Total charge: 0

2.
Molecular formula: CH5N2
Method: DFT, ωB97M-V/def2-TZVPD

Structure (XYZ):
```
8
Properties=species:S:1:pos:R:3:nbo_charge:R:1
H 0.4174 -1.3851 -1.5332 0.46
H -0.3137 -1.5350 0.1027 0.42
H 0.7535 0.9831 -0.9308 0.24
H -0.9967 0.1177 1.4938 0.46
N -0.2266 0.8070 0.8088 -0.71
H -0.0486 1.7778 0.9462 0.45
C 0.3492 0.2374 -0.2385 0.39
N 0.0655 -1.0030 -0.6490 -0.71
```

Calculated values
SMILES: NC=[NH2+]
Kohn-Sham gap (eV): 12.067
Energy relative to the best compared isomer or geometry (same formula, charge and spin) (eV): 1.150
Calculated total energy (Ha): -150.3355
HOMO energy (eV): -16.512
Total charge: +1

3.
Molecular formula: CH5N2
Method: DFT, ωB97M-V/def2-TZVPD

Structure (XYZ):
```
8
Properties=species:S:1:pos:R:3:nbo_charge:R:1
H -0.8451 -1.4110 -0.6849 0.44
H -0.0464 1.3989 -1.5220 0.50
H 0.1303 2.0280 0.4189 0.45
H -0.3401 -1.7343 0.8424 0.42
N -0.2021 -1.1569 0.0360 -0.70
H 0.6954 -0.0768 1.4254 0.23
N 0.1442 1.1549 -0.0975 -0.72
C 0.1850 0.0153 0.5093 0.39
```

Calculated values
Kohn-Sham gap (eV): 11.144
Energy relative to the best compared isomer or geometry (same formula, charge and spin) (eV): 2.559
Calculated total energy (Ha): -150.2837
HOMO energy (eV): -16.400
Total charge: +1

4.
Molecular formula: CH5N2O
Method: DFT, ωB97M-V/def2-TZVPD

Structure (XYZ):
```
9
Properties=species:S:1:pos:R:3:nbo_charge:R:1
H -2.5566 -0.3090 0.7149 0.51
O -1.9837 -0.3399 -0.1547 -0.54
C 0.4080 -0.3641 0.0721 0.42
H 2.0892 0.9947 -0.0918 0.48
H 2.3788 -0.6753 -0.0998 0.45
H -0.9535 1.3546 -0.5851 0.40
H -0.0700 -1.3049 0.1658 0.26
N -0.9383 0.5933 0.0876 -0.30
N 1.6262 0.0505 -0.1089 -0.67
```

Calculated values
SMILES: N/C=[NH+]/O
Kohn-Sham gap (eV): 10.019
Energy relative to the best compared isomer or geometry (same formula, charge and spin) (eV): 3.687
Calculated total energy (Ha): -225.4716
HOMO energy (eV): -15.505
Total charge: +1

5.
Molecular formula: CH5N2O
Method: DFT, ωB97M-V/def2-TZVPD

Structure (XYZ):
```
9
Properties=species:S:1:pos:R:3:nbo_charge:R:1
H -1.3862 1.7744 1.2961 0.33
C 1.1101 -0.6969 -0.5162 -0.57
O 1.6380 0.7774 1.2359 0.01
H 0.3283 -0.1973 -1.1416 0.34
H 2.2299 -0.7528 -0.9158 0.31
N 0.9246 0.1094 0.6016 0.44
N -1.3505 0.7491 1.0622 -0.54
H -1.6457 0.3564 1.8926 0.32
H 0.5532 -1.7275 -0.4177 0.35
```

Calculated values
Kohn-Sham gap (spin up / spin down) (eV): 8.520 / 8.699
Energy relative to the best compared isomer or geometry (same formula, charge and spin) (eV): 7.221
Calculated total energy (Ha): -225.3417
HOMO energy (spin up / spin down) (eV): -16.377 / -16.142
Total charge: +1

6.
Molecular formula: CH5N2O2Si
Method: DFT, ωB97M-V/def2-TZVPD

Structure (XYZ):
```
11
Properties=species:S:1:pos:R:3:nbo_charge:R:1
H -2.9385 -0.6937 0.6760 -0.33
H -1.5638 1.0876 0.9906 -0.27
H -1.9583 0.8540 -1.3675 -0.25
C 2.1799 0.2704 -0.0137 -0.55
N 0.9168 -0.2652 -0.0859 0.21
N 0.5160 -1.4034 0.1421 -0.07
O -0.8980 -1.4779 0.1357 -0.71
H 2.9362 -0.4352 0.3506 0.18
H 2.2971 1.3006 -0.3881 0.21
Si -1.5689 0.0711 0.0103 1.23
O 0.0815 0.6917 -0.4502 -0.64
```

Calculated values
Kohn-Sham gap (eV): 7.387
Energy relative to the best compared isomer or geometry (same formula, charge and spin) (eV): 0.457
Calculated total energy (Ha): -590.4622
HOMO energy (eV): -3.107
Total charge: -1

7.
Molecular formula: CH5N2O4S2
Method: DFT, ωB97M-V/def2-TZVPD

Structure (XYZ):
```
14
Properties=species:S:1:pos:R:3:nbo_charge:R:1
H 0.1444 1.0679 -1.6450 0.25
O -2.0647 0.6287 0.4134 -0.97
O -0.7397 2.1953 1.8494 -0.95
H -0.3507 2.8421 -0.9619 0.25
H 1.3929 2.0570 -0.5709 0.26
S 0.8004 -1.4622 0.3932 2.11
O 1.5705 -2.5450 1.2448 -0.93
H -0.5949 -2.0795 -1.3721 0.39
S -0.5912 1.0588 0.7642 2.00
N 0.3476 -0.2046 1.5216 -1.00
H -1.4550 -2.1085 0.1365 0.42
C 0.2320 1.8432 -0.7415 -0.85
N -0.5400 -2.3043 -0.3481 -1.04
O 1.8483 -0.9887 -0.6836 -0.95
```

Calculated values
SMILES: CS(=O)(=O)N=[S@](N)(=O)[O-]
Kohn-Sham gap (eV): 9.240
Energy relative to the best compared isomer or geometry (same formula, charge and spin) (eV): 2.504
Calculated total energy (Ha): -1247.8892
HOMO energy (eV): -5.764
Total charge: -1

8.
Molecular formula: CH5N2P
Method: DFT, ωB97M-V/def2-TZVPD

Structure (XYZ):
```
9
Properties=species:S:1:pos:R:3:mulliken_spin:R:1
H 2.4867 -1.1370 1.5661 0.04
H -0.6755 0.9892 -0.9879 -0.01
H -1.8138 -0.0441 -1.6525 0.00
H 1.8939 0.3239 0.6484 0.04
N -1.5237 0.9515 -1.5978 0.02
H -1.3281 1.4125 -2.5052 0.00
P -1.0446 -1.2987 1.6469 1.34
C 1.6179 -0.4035 1.3846 0.50
N 0.3872 -0.7938 1.4974 0.08
```

Calculated values
Kohn-Sham gap (spin up / spin down) (eV): 7.043 / 8.379
Energy relative to the best compared isomer or geometry (same formula, charge and spin) (eV): 0.105
Calculated total energy (Ha): -491.8436
HOMO energy (spin up / spin down) (eV): -6.564 / -9.785
Total charge: 0
2S+1: 3

9.
Molecular formula: CH5N2Si
Method: DFT, ωB97M-V/def2-TZVPD

Structure (XYZ):
```
9
Properties=species:S:1:pos:R:3:nbo_charge:R:1
C 1.3945 -0.0585 -0.4121 -1.18
H 2.1124 -0.7911 -0.1587 0.29
N -2.9014 0.0078 -0.7445 -0.19
H -0.1344 -0.8117 1.7849 -0.16
N -2.0807 -0.4283 0.0941 -0.47
H 1.3948 0.0244 -1.5979 0.32
H -3.9712 -0.0182 -0.8320 0.43
Si -0.2267 -0.4920 0.4206 1.65
H 1.6965 0.9515 0.0711 0.32
```

Calculated values
SMILES: C[SiH]=[N+]=N
Kohn-Sham gap (spin up / spin down) (eV): 7.011 / 6.523
Energy relative to the best compared isomer or geometry (same formula, charge and spin) (eV): 3.584
Calculated total energy (Ha): -439.6812
HOMO energy (spin up / spin down) (eV): -13.867 / -13.369
Total charge: +1

10.
Molecular formula: CH5N3O2S
Method: DFT, ωB97M-V/def2-TZVPD

Structure (XYZ):
```
12
Properties=species:S:1:pos:R:3:nbo_charge:R:1
H -0.9674 2.0972 0.0472 0.41
H 1.1207 -1.4199 -0.8152 0.34
H 1.5235 0.5081 -0.6257 0.18
S -1.3429 -0.0254 -0.1402 2.36
O -1.7621 -0.7238 -1.2841 -0.89
N 0.1850 -0.5375 0.5528 -0.49
N 0.7568 -1.6966 0.0293 -0.62
N -0.5138 1.3745 -0.4941 -0.84
H 1.4163 -1.9368 0.7405 0.37
H 1.1045 1.4406 0.9646 0.19
C 0.7001 0.7065 0.0812 -0.10
O -2.2208 0.2131 0.9438 -0.92
```

Calculated values
Kohn-Sham gap (eV): 10.848
Energy relative to the best compared isomer or geometry (same formula, charge and spin) (eV): 2.752
Calculated total energy (Ha): -753.9364
HOMO energy (eV): -10.196
Total charge: 0

11.
Molecular formula: CH5N3O2S
Method: DFT, ωB97M-V/def2-TZVPD

Structure (XYZ):
```
12
Properties=species:S:1:pos:R:3:nbo_charge:R:1
N 1.2622 -0.7174 -0.5835 -0.86
O 2.8515 1.2826 -0.2635 -0.98
H 1.1799 -1.4949 -1.2530 0.38
N -0.9769 -0.4963 -0.3330 -0.78
H 1.4916 1.1618 0.4599 0.45
N 0.4490 1.0597 0.5829 -0.83
O 3.3878 -0.7610 0.9657 -0.92
H -1.2120 -1.3335 -0.7329 0.40
H -0.2671 1.5879 1.1162 0.41
C 0.2251 -0.0517 -0.1223 0.63
H -1.8126 -0.1173 0.1383 0.39
S 3.2625 -0.1502 -0.3319 1.70
```

Calculated values
Kohn-Sham gap (eV): 9.866
Energy relative to the best compared isomer or geometry (same formula, charge and spin) (eV): 0.306
Calculated total energy (Ha): -754.0263
HOMO energy (eV): -9.412
Total charge: 0

12.
Molecular formula: CH5N3O3S
Method: DFT, ωB97M-V/def2-TZVPD

Structure (XYZ):
```
13
Properties=species:S:1:pos:R:3:nbo_charge:R:1
C -1.0374 0.0831 0.2002 0.61
O 1.1370 0.4124 -1.3630 -0.93
N 0.2559 -0.3901 0.9395 -0.87
O 2.3645 -1.1604 0.0040 -0.94
H 0.2915 -1.3443 0.9924 0.39
H -0.9930 -1.7703 -0.3536 0.38
H 1.4896 1.9645 0.5262 0.51
S 1.5129 0.0399 -0.0368 2.45
O 2.1604 1.2896 0.6484 -0.84
H -1.9165 1.7694 -0.4946 0.40
N -1.6594 -1.0715 -0.1925 -0.83
N -1.1784 1.2556 -0.0842 -0.74
H -2.4271 -1.0779 -0.7861 0.40
```

Calculated values
SMILES: [H]/N=C(\N)NS(=O)(=O)O
Kohn-Sham gap (eV): 10.869
Energy relative to the best compared isomer or geometry (same formula, charge and spin) (eV): 0.526
Calculated total energy (Ha): -829.2349
HOMO energy (eV): -10.299
Total charge: 0

13.
Molecular formula: CH5N3OS
Method: DFT, ωB97M-V/def2-TZVPD

Structure (XYZ):
```
11
Properties=species:S:1:pos:R:3:nbo_charge:R:1
H -1.0435 -1.3025 -0.8668 0.36
H -1.7790 -1.2664 0.5545 0.34
H -1.8466 1.2711 -0.3854 0.39
C 0.0331 0.8518 -0.0937 0.76
S 2.4461 -0.2349 -0.2941 0.21
H 0.6656 -1.1301 0.8677 0.41
N -1.8407 -0.7535 -0.3014 -0.61
N -1.2764 0.5415 -0.0832 -0.47
O 0.6265 1.8939 -0.1554 -0.59
H 3.1547 0.4742 0.6499 0.09
N 0.8601 -0.3452 0.1079 -0.89
```

Calculated values
SMILES: NNC(=O)NS
Kohn-Sham gap (eV): 9.697
Energy relative to the best compared isomer or geometry (same formula, charge and spin) (eV): 0.926
Calculated total energy (Ha): -678.7419
HOMO energy (eV): -9.298
Total charge: 0

14.
Molecular formula: CH5N3S
Method: DFT, ωB97M-V/def2-TZVPD

Structure (XYZ):
```
10
Properties=species:S:1:pos:R:3:nbo_charge:R:1
S 1.4886 -1.4264 -0.0702 -0.23
H -1.7386 -1.3662 0.9681 0.35
C 0.5625 -0.0154 0.0653 0.27
H -1.0846 0.9555 -0.7726 0.40
N 1.2128 1.1732 -0.1176 -0.82
H 0.8297 2.1426 0.1700 0.39
N -0.7997 0.2170 -0.0037 -0.48
H 2.1555 1.0313 0.3467 0.41
N -1.6528 -0.9727 -0.0999 -0.65
H -0.9732 -1.7389 -0.4859 0.37
```

Calculated values
SMILES: NNC(N)=S
Kohn-Sham gap (eV): 9.350
Energy relative to the best compared isomer or geometry (same formula, charge and spin) (eV): 1.224
Calculated total energy (Ha): -603.5009
HOMO energy (eV): -8.820
Total charge: 0

15.
Molecular formula: CH5N4OS
Method: DFT, ωB97M-V/def2-TZVPD

Structure (XYZ):
```
12
Properties=species:S:1:pos:R:3:nbo_charge:R:1
H 0.1647 -0.5226 1.6105 0.35
S -0.5685 -2.2871 -1.2900 -0.37
H 0.0064 1.7293 1.0240 0.32
H 0.6874 -1.5970 0.4547 0.40
N 0.5660 1.5321 0.1843 -0.17
N -1.8556 -0.0407 -1.3919 -0.40
O 0.8352 2.5712 -0.5530 -0.71
H 1.4170 0.1029 -0.9803 0.20
C 0.8199 0.2884 -0.1006 0.29
N 0.8668 -0.6864 0.8926 -0.85
H -2.5772 -0.5803 -1.9075 0.25
N -0.8528 -0.6802 -1.0531 -0.30
```

Calculated values
Kohn-Sham gap (eV): 6.644
Energy relative to the best compared isomer or geometry (same formula, charge and spin) (eV): 0.098
Calculated total energy (Ha): -733.4635
HOMO energy (eV): -2.812
Total charge: -1

16.
Molecular formula: CH5NO
Method: DFT, ωB97M-V/def2-TZVPD

Structure (XYZ):
```
8
Properties=species:S:1:pos:R:3:nbo_charge:R:1
H 1.0295 0.6710 -0.7409 0.47
C -0.3147 -0.4262 -0.0540 0.08
O 0.8441 -0.2649 -0.8929 -0.73
H 0.0133 0.5660 1.7342 0.37
N -0.4758 0.6420 0.8690 -0.88
H -1.3528 1.0942 0.9982 0.38
H -0.1401 -1.3287 0.5525 0.14
H -1.1804 -0.6324 -0.6684 0.16
```

Calculated values
SMILES: NCO
Kohn-Sham gap (eV): 10.721
Energy relative to the best compared isomer or geometry (same formula, charge and spin) (eV): 0.159
Calculated total energy (Ha): -171.0763
HOMO energy (eV): -9.651
Total charge: 0

17.
Molecular formula: CH5NO
Method: DFT, ωB97M-V/def2-TZVPD

Structure (XYZ):
```
8
Properties=species:S:1:pos:R:3:nbo_charge:R:1
H 3.5705 1.5330 -0.1870 0.47
H -2.5407 -0.2768 -0.7618 0.33
C -2.0362 -1.6854 0.3324 -0.05
H 3.7016 3.0166 0.2227 0.47
H -1.3263 -2.1615 1.0074 0.16
H -2.9198 -2.2437 0.0317 0.15
N -1.7198 -0.6042 -0.2506 -0.58
O 3.2707 2.4221 -0.3949 -0.94
```

Calculated values
SMILES: C=N.O
Kohn-Sham gap (eV): 11.355
Energy relative to the best compared isomer or geometry (same formula, charge and spin) (eV): 0.795
Calculated total energy (Ha): -171.0530
HOMO energy (eV): -10.210
Total charge: 0

18.
Molecular formula: CH5NO2
Method: DFT, ωB97M-V/def2-TZVPD

Structure (XYZ):
```
9
Properties=species:S:1:pos:R:3:nbo_charge:R:1
H -1.4330 -0.5329 0.4095 0.12
H 0.7353 2.3162 -1.0605 0.47
O 0.0270 2.5245 -0.4444 -0.95
H 0.1781 1.9471 0.3182 0.49
O 0.4982 -0.2825 0.9689 -0.63
C -0.3701 -0.8142 0.3124 0.53
H 0.7926 -2.1366 -0.7763 0.40
N -0.1290 -1.7911 -0.5784 -0.81
H -0.8277 -2.1782 -1.2055 0.40
```

Calculated values
SMILES: NC=O.O
Kohn-Sham gap (eV): 11.242
Energy relative to the best compared isomer or geometry (same formula, charge and spin) (eV): 0.259
Calculated total energy (Ha): -246.3474
HOMO energy (eV): -10.446
Total charge: 0

19.
Molecular formula: CH5NO2
Method: DFT, ωB97M-V/def2-TZVPD

Structure (XYZ):
```
9
Properties=species:S:1:pos:R:3:nbo_charge:R:1
H -3.0048 -1.1286 -0.1172 0.46
O 1.6492 -0.4186 1.2843 -0.61
H -0.8813 -0.3434 -0.3898 0.38
H -3.7739 -1.6688 1.1243 0.48
C 0.5545 -0.6820 0.9265 0.51
H -0.1284 -1.3890 1.4570 0.10
H 0.4973 0.7676 -0.4582 0.41
O -3.4859 -0.8345 0.6893 -0.93
N 0.0000 0.0000 0.0000 -0.79
```

Calculated values
SMILES: NC=O.O
Kohn-Sham gap (eV): 10.290
Energy relative to the best compared isomer or geometry (same formula, charge and spin) (eV): 0.801
Calculated total energy (Ha): -246.3274
HOMO energy (eV): -9.907
Total charge: 0

20.
Molecular formula: CH5NO2P2
Method: DFT, ωB97M-V/def2-TZVPD

Structure (XYZ):
```
11
Properties=species:S:1:pos:R:3:nbo_charge:R:1
O -3.5097 -0.6777 1.5567 -0.13
H 2.0664 -0.2710 -1.2230 -0.10
H 0.0751 0.5897 1.5135 0.25
P 1.2045 0.6215 -0.6011 1.90
H -0.6645 -1.8606 -0.6167 -0.06
H -0.9669 0.9314 -1.5593 0.41
H 1.0614 -0.8914 1.6337 0.25
P -1.0610 -0.6565 0.1046 0.83
O 1.5653 2.0270 -0.6772 -1.05
C 0.5884 -0.1714 0.9735 -1.03
N -0.3590 0.3588 -1.1047 -1.26
```

Calculated values
Kohn-Sham gap (spin up / spin down) (eV): 7.403 / 7.446
Energy relative to the best compared isomer or geometry (same formula, charge and spin) (eV): 6.278
Calculated total energy (Ha): -928.8577
HOMO energy (spin up / spin down) (eV): -9.748 / -9.745
Total charge: 0